DFT (ωB97M-V/def2-TZVPD) results for a molecular structure, C8H28KO10.

Summary:
- Energy relative to the best compared isomer or geometry (same formula, charge and spin): 0.0 kJ/mol
- Orbital gap: 10.0 eV
- HOMO: -12.333 eV
- Charge: +1

XYZ file:
```
47
C8H28KO10, DFT ωB97M-V/def2-TZVPD
K -0.011 -0.247 -0.104
C 2.577 -1.718 -3.206
C 2.797 -2.617 -2.011
O 2.189 -1.887 -0.905
O 3.375 -0.588 -3.006
H 1.503 -1.414 -3.248
H 2.846 -2.241 -4.119
H 3.858 -2.722 -1.831
H 2.336 -3.596 -2.100
H 2.877 -1.284 -0.593
H 2.811 0.099 -2.651
C 1.639 2.524 1.605
C 1.415 1.264 2.399
O 2.032 0.197 1.708
O 0.832 2.420 0.402
H 2.671 2.547 1.256
H 1.417 3.441 2.142
H 0.355 1.147 2.585
H 1.835 1.321 3.394
H 2.982 0.187 1.859
H 0.106 3.041 0.433
C -0.577 -2.029 3.074
C -1.172 -1.501 4.475
O -2.550 -1.485 4.122
O -1.063 -1.071 2.102
H -1.036 -3.011 2.978
H 0.495 -1.993 2.911
H -0.819 -0.495 4.709
H -0.927 -2.174 5.291
H -3.155 -1.266 4.839
H -2.033 -1.105 2.275
C -2.676 2.133 -2.902
C -2.849 2.377 -1.415
O -2.422 1.130 -0.772
O -3.588 1.164 -3.226
H -1.695 1.700 -3.006
H -2.890 3.073 -3.426
H -3.897 2.671 -1.223
H -2.379 3.221 -0.975
H -3.099 0.500 -1.024
H -4.149 1.417 -3.952
O 1.275 1.348 -2.193
H 1.470 1.873 -1.409
H 0.963 2.000 -2.799
O -1.159 -2.406 -0.908
H -0.528 -3.113 -0.895
H -1.984 -2.833 -0.657
```

In elementary charge units, the natural (NBO) charges are:
1. K 0.93
2. C -0.09
3. C -0.09
4. O -0.77
5. O -0.74
6. H 0.17
7. H 0.18
8. H 0.19
9. H 0.18
10. H 0.48
11. H 0.49
12. C -0.09
13. C -0.11
14. O -0.75
15. O -0.78
16. H 0.19
17. H 0.20
18. H 0.20
19. H 0.19
20. H 0.49
21. H 0.49
22. C -0.09
23. C -0.08
24. O -0.76
25. O -0.78
26. H 0.18
27. H 0.20
28. H 0.17
29. H 0.18
30. H 0.50
31. H 0.50
32. C -0.09
33. C -0.09
34. O -0.76
35. O -0.73
36. H 0.17
37. H 0.18
38. H 0.18
39. H 0.18
40. H 0.49
41. H 0.49
42. O -0.97
43. H 0.50
44. H 0.48
45. O -0.96
46. H 0.48
47. H 0.49


DFT (ωB97M-V/def2-TZVPD) results for a single C3H8N2O2 molecule.

Summary:
- Energy relative to the best compared isomer or geometry (same formula, charge and spin): 37.1 kJ/mol
- Orbital gap: 10.5 eV
- SMILES: NC(=O)NCCO
- HOMO: -9.825 eV

XYZ file:
```
15
C3H8N2O2, DFT ωB97M-V/def2-TZVPD
N 2.158 0.506 -1.081
C 0.789 0.590 -0.917
O 0.206 1.670 -0.881
N 0.150 -0.616 -0.826
C -1.117 -0.764 -0.116
C -1.038 -0.280 1.331
O -1.031 1.115 1.471
H 2.602 1.406 -0.964
H 2.620 -0.239 -0.579
H 0.699 -1.446 -0.980
H -1.358 -1.832 -0.130
H -1.918 -0.234 -0.643
H -0.142 -0.737 1.790
H -1.907 -0.659 1.882
H -0.713 1.519 0.643
```

In elementary charge units, the natural (NBO) charges are:
1. N -0.84
2. C 0.79
3. O -0.68
4. N -0.64
5. C -0.25
6. C -0.07
7. O -0.74
8. H 0.40
9. H 0.38
10. H 0.39
11. H 0.21
12. H 0.21
13. H 0.15
14. H 0.18
15. H 0.50


> Number 2 is which compound?

C3H8N2O2


> HOMO of number 2 (C3H8N2O2)?

-9.825 eV